[1]
This record from the Open Molecules 2025 dataset describes C8H29N2Si2Sn as an isolated structure at a distorted geometry. The level of theory is wB97M-V/def2-TZVPD.

Geometry as XYZ:
```
42
Properties=species:S:1:pos:R:3:mulliken_charge:R:1
C 3.52 2.30 0.00 -1.052
Sn -0.39 -0.81 0.34 -0.504
N -2.43 -2.16 -0.25 -2.253
N -1.00 0.49 -1.81 -0.386
H -3.37 -1.74 -0.16 0.751
H 4.06 1.48 0.45 0.266
H 3.81 3.24 0.47 0.300
H 2.44 2.15 0.11 0.023
H 3.81 2.32 -1.06 0.299
H -1.95 0.85 -1.92 0.303
H -0.80 -0.15 -2.58 0.179
H -0.35 1.28 -1.91 0.236
H -2.34 -2.47 -1.22 0.645
H -2.43 -3.00 0.34 0.730
C 0.04 3.14 2.59 -0.778
Si -1.51 2.16 2.17 -0.165
C -2.81 2.69 3.45 -1.036
C -2.06 2.83 0.50 -0.961
C -1.32 0.29 2.12 0.025
Si -0.28 -0.44 3.51 0.123
C -1.09 -0.25 5.19 -1.094
C -0.03 -2.28 3.17 -1.037
C 1.47 0.27 3.63 -1.116
H -0.22 4.21 2.65 0.362
H 0.81 3.04 1.81 -0.012
H 0.49 2.87 3.56 0.310
H -3.04 3.76 3.32 0.307
H -3.75 2.13 3.33 0.321
H -2.46 2.55 4.49 0.285
H -1.22 2.88 -0.21 0.217
H -2.87 2.23 0.07 0.255
H -2.44 3.86 0.64 0.327
H -2.33 -0.15 2.15 0.379
H -2.16 -0.52 5.16 0.322
H -0.60 -0.93 5.91 0.307
H -1.00 0.76 5.60 0.296
H 0.44 -2.53 2.20 0.291
H 0.66 -2.67 3.95 0.284
H -0.97 -2.84 3.25 0.322
H 1.99 0.26 2.66 0.229
H 1.50 1.29 4.02 0.321
H 2.05 -0.36 4.32 0.382
```

As for the largest force on an atom: 1.32 eV/Å. The net charge is -1. As for the molar mass: 328.217 g mol⁻¹. The value obtained for the gap between HOMO and LUMO (alpha / beta) is 2.80 / 2.80 eV. Its LUMO energy (alpha / beta) is 0.10602 / 0.10605 Ha.

[2]
This record from the Open Molecules 2025 dataset describes a 2-piece molecular cluster, C31H38N overall at a distorted geometry. The level of theory is wB97M-V/def2-TZVPD.

Geometry as XYZ:
```
70
Properties=species:S:1:pos:R:3:mulliken_charge:R:1
C -4.70 3.76 3.13 -1.528
C -3.86 2.79 2.36 0.647
C -3.21 1.77 3.04 -0.796
C -2.47 0.80 2.37 1.423
C -1.88 -0.27 3.26 -2.192
C -2.34 0.86 0.97 0.239
C -1.57 -0.23 0.21 0.180
C -2.32 -1.58 0.28 -1.344
C -0.09 -0.40 0.64 0.374
C 0.80 0.70 0.25 0.171
C 2.02 1.07 0.85 0.738
C 2.46 2.44 0.71 0.950
C 1.58 3.49 0.12 -1.772
C 3.70 2.84 1.21 -0.925
C 4.56 1.93 1.84 0.651
C 5.91 2.37 2.29 -1.485
C 4.10 0.63 2.07 -0.965
C 2.87 0.18 1.60 0.992
C 2.49 -1.22 1.96 -1.455
C -2.99 1.90 0.28 1.001
C -2.95 2.02 -1.22 -1.546
C -3.73 2.85 0.98 -0.952
H -5.15 4.50 2.46 0.367
H -5.51 3.26 3.67 0.334
H -4.10 4.30 3.87 0.334
H -3.29 1.69 4.13 0.452
H -1.47 -1.14 2.75 0.225
H -1.11 0.15 3.92 0.366
H -2.67 -0.65 3.92 0.493
H -1.54 0.04 -0.85 0.516
H -3.35 -1.45 -0.07 0.478
H -1.84 -2.33 -0.37 0.128
H -2.35 -1.97 1.30 0.254
H -0.04 -0.60 1.72 -0.318
H 0.28 -1.29 0.12 -0.558
H 0.41 1.35 -0.54 0.212
H 2.10 4.45 0.13 0.392
H 1.30 3.28 -0.91 0.352
H 0.66 3.60 0.72 0.391
H 4.02 3.87 1.10 0.406
H 6.45 1.55 2.79 0.366
H 6.53 2.73 1.45 0.352
H 5.85 3.21 3.01 0.364
H 4.74 -0.06 2.63 0.349
H 3.37 -1.74 2.36 0.460
H 1.74 -1.23 2.76 0.343
H 2.13 -1.81 1.12 0.061
H -3.55 2.88 -1.52 0.410
H -1.94 2.18 -1.61 0.255
H -3.37 1.14 -1.72 0.334
H -4.23 3.64 0.43 0.267
C -1.16 -5.01 -2.43 -0.848
N -0.26 -3.87 -2.45 0.237
C 0.34 -3.22 -1.39 -1.025
C 1.18 -2.21 -1.89 0.241
C 1.14 -2.30 -3.31 -0.005
C 0.18 -3.31 -3.64 0.884
C -0.12 -3.70 -4.94 -0.984
C 0.58 -3.06 -5.98 -0.662
C 1.61 -2.16 -5.68 -0.579
C 1.91 -1.79 -4.36 -0.578
H -1.45 -5.21 -3.46 0.224
H -0.68 -5.90 -2.02 0.331
H -2.08 -4.79 -1.88 0.298
H 0.23 -3.58 -0.36 0.594
H 1.78 -1.48 -1.36 0.649
H -0.84 -4.49 -5.14 0.257
H 0.33 -3.33 -7.01 0.393
H 2.15 -1.73 -6.52 0.368
H 2.74 -1.12 -4.13 0.413
```

As for the largest force on an atom: 1.52 eV/Å. The net charge is +1. As for the molar mass: 424.652 g mol⁻¹. As for the energy above the lowest of the compared OMol25 structures with the same formula, charge and spin: 0.000 eV. The value obtained for the gap between HOMO and LUMO is 4.79 eV. Its LUMO energy is -0.19398 Ha.

[3]
This record from the Open Molecules 2025 dataset describes a 5-piece molecular cluster, C18H44O13S overall at a distorted geometry. The level of theory is wB97M-V/def2-TZVPD.

Geometry as XYZ:
```
76
Properties=species:S:1:pos:R:3:mulliken_charge:R:1
C -0.47 1.26 -0.80 -0.964
S -1.25 0.24 -2.02 1.219
O -2.42 0.89 -2.53 -0.626
O -1.33 -1.07 -1.45 -0.482
O -0.18 0.12 -3.22 -0.213
C 0.85 1.04 -3.39 0.303
O 1.93 0.81 -3.01 -0.333
O 0.46 2.12 -4.09 -0.459
H -1.31 1.79 -0.32 0.427
H 0.22 2.01 -1.19 0.434
H 0.03 0.61 -0.08 0.267
H -0.17 2.69 -3.61 0.386
C 6.66 0.68 1.15 -0.610
O 6.20 -0.24 0.18 -0.426
C 4.97 -0.86 0.52 -0.483
C 3.79 -0.23 -0.18 -0.032
O 3.58 1.12 0.22 -0.076
C 4.07 2.07 -0.71 -0.790
H 7.47 1.25 0.70 0.253
H 5.87 1.37 1.46 0.203
H 7.05 0.16 2.03 0.326
H 4.81 -0.83 1.61 0.374
H 5.03 -1.91 0.22 0.184
H 2.89 -0.80 0.06 -0.053
H 3.93 -0.28 -1.27 0.326
H 3.42 2.09 -1.59 0.170
H 5.09 1.85 -1.02 0.404
H 4.05 3.05 -0.23 0.254
C -4.89 -1.32 -2.24 -0.675
O -5.92 -2.15 -2.75 -0.390
C -6.78 -2.66 -1.76 -0.497
C -8.08 -1.89 -1.68 -0.480
O -7.89 -0.56 -1.25 -0.379
C -7.88 0.39 -2.30 -0.719
H -4.43 -0.80 -3.08 0.206
H -5.28 -0.57 -1.54 0.332
H -4.12 -1.91 -1.73 0.316
H -6.29 -2.66 -0.78 0.312
H -7.01 -3.70 -2.02 0.387
H -8.74 -2.38 -0.95 0.371
H -8.58 -1.91 -2.65 0.309
H -8.89 0.54 -2.70 0.323
H -7.22 0.08 -3.12 0.320
H -7.52 1.33 -1.89 0.244
C 1.46 2.38 2.48 -0.551
O 0.17 2.97 2.48 -0.230
C -0.28 3.36 3.76 -0.608
C -0.11 4.84 4.01 -0.477
O 1.25 5.22 4.04 -0.385
C 1.72 5.80 2.84 -0.653
H 1.81 2.33 1.46 -0.113
H 2.17 2.97 3.07 0.449
H 1.42 1.36 2.89 0.337
H 0.24 2.79 4.54 0.331
H -1.35 3.11 3.82 0.389
H -0.55 5.09 4.98 0.377
H -0.65 5.41 3.24 0.304
H 1.32 6.82 2.72 0.329
H 1.44 5.21 1.97 0.239
H 2.80 5.86 2.91 0.249
C -0.31 -3.80 -0.80 -0.579
O 0.28 -4.99 -0.30 -0.415
C 1.62 -5.17 -0.71 -0.597
C 2.60 -4.80 0.39 -0.535
O 2.54 -3.42 0.73 -0.117
C 1.77 -3.17 1.89 -0.654
H -1.21 -3.60 -0.23 0.287
H 0.37 -2.95 -0.69 0.128
H -0.57 -3.90 -1.85 0.379
H 1.82 -4.57 -1.61 0.297
H 1.76 -6.22 -0.96 0.417
H 3.62 -5.01 0.05 0.336
H 2.40 -5.41 1.27 0.386
H 2.30 -3.50 2.79 0.281
H 0.80 -3.68 1.85 0.401
H 1.60 -2.10 1.96 0.037
```

As for the largest force on an atom: 1.50 eV/Å. As for the SMILES: CS(=O)(=O)OC(=O)O.COCCOC.COCCOC.COCCOC.COCCOC. As for the molar mass: 500.604 g mol⁻¹. The value obtained for the gap between HOMO and LUMO is 9.07 eV. Its LUMO energy is 0.00124 Ha.

[4]
This record from the Open Molecules 2025 dataset describes one molecule with the formula C8H8O3 at a distorted geometry. The level of theory is wB97M-V/def2-TZVPD.

Geometry as XYZ:
```
19
Properties=species:S:1:pos:R:3:mulliken_charge:R:1
O -0.20 2.09 -0.37 -0.546
C -1.00 1.27 -0.07 0.370
O -2.11 1.55 0.63 -0.470
C -0.72 -0.06 -0.71 -0.626
C 0.62 -0.60 -0.26 -0.107
C 1.62 0.56 0.01 -0.477
C 1.42 0.80 1.44 0.049
C 0.31 0.08 1.81 0.125
C 1.12 0.75 2.77 0.175
O 1.37 1.10 3.89 -0.617
C 0.32 -1.20 1.08 -0.957
H -1.96 2.54 0.89 0.393
H -0.67 0.18 -1.86 0.309
H -1.64 -0.66 -0.52 0.391
H 1.08 -1.35 -0.96 0.465
H 2.66 0.50 -0.42 0.389
H 1.16 1.47 -0.25 0.374
H -0.54 -1.71 1.02 0.470
H 1.12 -1.90 1.50 0.291
```

As for the largest force on an atom: 4.62 eV/Å. As for the SMILES: O=C(O)CC1Cc2c(c2=O)C1. As for the molar mass: 152.149 g mol⁻¹. As for the energy above the lowest of the compared OMol25 structures with the same formula, charge and spin: 5.953 eV. The value obtained for the gap between HOMO and LUMO is 9.44 eV. Its LUMO energy is 0.00208 Ha.

[5]
This record from the Open Molecules 2025 dataset describes C8H11NO2S2 as an isolated structure at a distorted geometry. The level of theory is wB97M-V/def2-TZVPD.

Geometry as XYZ:
```
24
Properties=species:S:1:pos:R:3:mulliken_charge:R:1
C 2.73 -0.75 2.03 -0.781
C 2.17 -0.16 -0.20 0.545
C 1.45 2.09 -0.49 0.053
C 0.86 2.96 -1.29 -0.705
C -1.70 -0.86 -0.74 -0.046
C -3.19 -1.11 -0.68 -0.596
C -3.86 -0.24 0.28 -0.472
C -4.38 0.50 1.08 0.130
H 2.72 -0.22 2.98 0.256
H 2.07 -1.62 2.04 0.317
H 3.74 -1.07 1.77 0.360
H 1.77 2.28 0.52 0.298
H 0.58 2.70 -2.31 0.269
H 0.66 3.97 -0.94 0.259
H 1.17 -2.75 -0.68 0.045
H -1.38 0.18 -0.83 0.268
H -3.62 -0.94 -1.68 0.256
H -3.36 -2.17 -0.43 0.235
H -4.85 1.15 1.79 0.392
N -0.90 -1.85 -0.69 -0.444
O 2.26 0.21 1.07 -0.300
O 1.73 0.82 -0.98 -0.201
S 2.53 -1.64 -0.82 -0.282
S 0.77 -1.48 -0.79 0.145
```

As for the largest force on an atom: 18.60 eV/Å. As for the molar mass: 217.315 g mol⁻¹. As for the energy above the lowest of the compared OMol25 structures with the same formula, charge and spin: 11.078 eV. The value obtained for the gap between HOMO and LUMO is 7.06 eV. Its LUMO energy is 0.00098 Ha.

[6]
This record from the Open Molecules 2025 dataset describes one molecule with the formula C4H5Cl at a distorted geometry. The level of theory is wB97M-V/def2-TZVPD.

Geometry as XYZ:
```
10
Properties=species:S:1:pos:R:3:mulliken_charge:R:1
C 0.35 1.00 1.00 -1.082
C -0.11 -0.02 0.06 0.572
C -0.89 -1.08 -0.07 -0.102
Cl -1.97 -2.18 0.40 -0.168
C 0.24 -0.62 -1.30 -0.596
H 0.41 1.82 0.37 0.333
H 1.27 0.92 1.42 0.329
H -0.28 1.32 1.85 0.293
H -0.23 -0.05 -2.22 0.177
H 1.21 -1.12 -1.52 0.243
```

As for the largest force on an atom: 6.37 eV/Å. As for the SMILES: CC1=C(Cl)C1. As for the molar mass: 88.537 g mol⁻¹. As for the energy above the lowest of the compared OMol25 structures with the same formula, charge and spin: 2.313 eV. The value obtained for the gap between HOMO and LUMO is 9.71 eV. Its LUMO energy is 0.03217 Ha.

[7]
This record from the Open Molecules 2025 dataset describes C11H20Br2Cl3N4O3PSSn as an isolated structure at a distorted geometry. The level of theory is wB97M-V/def2-TZVPD.

Geometry as XYZ:
```
46
Properties=species:S:1:pos:R:3:mulliken_charge:R:1
Sn 0.17 0.53 0.59 1.284
Cl 7.17 4.18 1.04 0.074
C 5.54 3.80 0.93 0.643
C 5.14 2.42 1.02 -0.625
C 3.83 2.08 0.91 0.465
Cl 3.27 0.48 1.04 -0.087
C 2.78 3.08 0.67 0.274
O 1.61 2.74 0.49 -0.493
C 3.23 4.49 0.65 0.359
Cl 2.05 5.68 0.50 0.019
C 4.57 4.80 0.77 -0.593
H 5.91 1.68 1.19 0.509
H 4.88 5.84 0.74 0.502
Br -0.11 -1.37 3.39 -0.096
C -1.76 -2.35 3.67 -0.456
Br -2.75 -2.45 2.02 -0.083
H -2.35 -1.83 4.42 0.369
H -1.50 -3.36 3.99 0.357
N -0.85 -3.58 -3.69 -0.220
C -1.14 -3.33 -2.25 -0.850
P 0.49 -2.78 -1.48 0.980
O 1.41 -2.66 -2.64 -1.015
O 0.27 -1.57 -0.60 -0.409
C 1.28 -4.16 -0.45 -0.791
N 2.62 -4.34 -1.05 -0.244
H -1.52 -3.13 -4.32 0.361
H -0.83 -4.58 -3.93 0.357
H 0.11 -3.18 -3.85 0.362
H -1.59 -4.20 -1.79 0.413
H -1.83 -2.50 -2.15 0.345
H 0.70 -5.08 -0.48 0.399
H 1.35 -3.83 0.59 0.359
H 2.86 -5.31 -1.28 0.365
H 3.37 -3.96 -0.47 0.346
H 2.57 -3.76 -1.94 0.357
C -5.86 3.23 0.99 -1.042
N -4.71 2.34 1.00 -0.122
C -3.73 2.37 0.13 0.688
N -3.69 3.22 -0.87 -0.335
S -2.39 1.23 0.33 -0.499
H -6.49 3.00 1.84 0.361
H -6.45 3.12 0.09 0.368
H -5.54 4.27 1.08 0.365
H -4.68 1.64 1.73 0.249
H -4.44 3.89 -1.03 0.234
H -2.95 3.18 -1.56 0.196
```

As for the largest force on an atom: 2.16 eV/Å. The net charge is +4. As for the molar mass: 704.225 g mol⁻¹. As for the energy above the lowest of the compared OMol25 structures with the same formula, charge and spin: 3.470 eV. The value obtained for the gap between HOMO and LUMO is 4.52 eV. Its LUMO energy is -0.53064 Ha.

[8]
This record from the Open Molecules 2025 dataset describes one molecule with the formula C5H10O. The level of theory is wB97M-V/def2-TZVPD.

Geometry as XYZ:
```
16
Properties=species:S:1:pos:R:3:mulliken_charge:R:1
C 2.55 0.06 0.13 -1.158
C 1.24 0.18 -0.63 -0.370
C 0.03 -0.18 0.22 0.553
O 0.14 -0.59 1.36 -0.586
C -1.34 0.00 -0.43 -0.352
C -2.48 -0.10 0.57 -1.160
H 3.39 0.34 -0.51 0.374
H 2.55 0.71 1.01 0.289
H 2.71 -0.96 0.49 0.287
H 1.23 -0.47 -1.52 0.283
H 1.09 1.20 -1.01 0.301
H -1.43 -0.77 -1.21 0.284
H -1.35 0.95 -0.96 0.306
H -2.42 0.70 1.32 0.297
H -3.45 -0.02 0.07 0.371
H -2.45 -1.05 1.11 0.281
```

As for the largest force on an atom: 0.45 eV/Å. As for the SMILES: CCC(=O)CC. As for the molar mass: 86.134 g mol⁻¹. As for the energy above the lowest of the compared OMol25 structures with the same formula, charge and spin: 0.001 eV. The value obtained for the gap between HOMO and LUMO is 10.55 eV. Its LUMO energy is 0.03558 Ha.